C16H30MoN2O3P2 as an isolated structure, computed with ωB97M-V/def2-TZVPD.

The HOMO-LUMO gap (alpha / beta) is 5.700 / 7.098 eV. Its total charge is +1. As for the spin multiplicity: 4. The strongest force on any atom comes out at 4.11 eV/A.

The geometry in XYZ format:
```
54
Properties=species:S:1:pos:R:3:forces:R:3
C 0.688070 -1.392677 -3.843914 0.343 0.026 0.020
C 0.708267 -1.089356 -2.489385 0.308 -0.387 -0.628
N -0.428840 -1.149907 -1.768821 0.205 1.436 -0.739
C -1.621196 -1.272336 -2.379553 -0.386 -1.031 -0.111
C -1.677358 -1.661519 -3.708897 -0.302 0.351 0.008
C -0.511413 -1.722644 -4.453770 -0.059 -0.125 -0.076
C 2.020294 -0.795616 -1.797776 0.395 -1.184 -0.023
P 1.843704 -0.484460 0.033589 3.370 -0.667 -0.650
Mo -0.343240 -0.954762 0.311985 -3.637 1.832 0.555
P -2.666606 -0.214427 0.026485 -0.076 -1.268 -0.814
C -2.870707 -1.178378 -1.545568 -1.057 0.002 -0.351
O 2.239251 3.444496 -3.704496 0.809 0.023 -0.640
O -1.588826 2.736979 -2.236969 0.798 0.225 -0.102
H 1.635521 -1.426735 -4.376766 -0.260 0.081 -0.043
H -2.652349 -1.902897 -4.113509 0.145 0.090 -0.218
H -0.540662 -2.031027 -5.496526 0.031 0.077 0.195
C 2.847447 -1.902261 0.605136 0.420 -0.007 0.150
C 2.893074 0.954491 0.319877 0.183 0.602 0.324
H -3.679161 -0.682203 -2.120811 0.345 -0.606 -0.073
H -3.211602 -2.198653 -1.266257 0.164 0.535 -0.198
H 2.616015 -0.050081 -2.309986 -0.163 0.455 -0.191
H 2.648347 -1.714787 -1.895720 -0.413 0.533 0.091
C -3.780054 -1.048433 1.192446 0.091 0.233 -0.031
C -3.506223 1.333125 -0.397591 0.235 0.524 0.124
H -0.953923 2.512117 -2.937774 -0.318 0.360 0.347
H -1.175094 3.419265 -1.674773 -0.163 -0.382 -0.529
H 1.569329 2.936025 -3.287111 -1.083 -0.424 0.842
H 2.591422 2.790399 -4.321154 0.294 0.360 -0.189
H -0.764320 -2.337083 1.060154 -0.082 -0.999 1.223
H -1.210417 -0.045797 1.433886 0.605 -0.116 0.852
H 3.874084 -1.786033 0.238303 -0.044 -0.123 0.132
H 2.842809 -1.959535 1.697945 0.020 0.017 -0.196
H 2.429043 -2.830791 0.199703 0.006 0.195 0.156
H 3.956826 0.682836 0.248783 -0.339 0.037 -0.057
H 2.678880 1.749350 -0.410274 0.007 -0.225 0.290
H 2.697680 1.335317 1.332238 0.097 -0.020 -0.270
H -4.523562 1.079000 -0.749868 0.435 0.128 0.247
H -3.562245 1.976996 0.499663 -0.036 -0.248 -0.443
H -2.939961 1.851026 -1.198310 -0.523 -0.374 0.610
H -4.824831 -0.817077 0.947816 0.198 -0.217 0.165
H -3.571862 -2.124990 1.168128 -0.144 0.270 0.065
H -3.508344 -0.658279 2.179695 -0.214 -0.124 -0.051
O -1.382042 0.825078 3.340086 1.303 0.083 0.800
N -0.145782 0.771804 3.785018 -0.917 0.757 -1.098
C 0.510086 1.943481 4.115612 0.216 -1.272 0.176
C 1.770438 1.876660 4.682378 -0.178 0.125 -0.064
C 2.410001 0.652712 4.836034 0.299 -0.820 -0.145
C 1.793579 -0.507573 4.337834 -0.194 1.104 0.212
C 0.521581 -0.418776 3.788652 0.067 0.070 0.509
H -0.002495 2.875346 3.939791 -0.352 -0.221 0.038
H 2.227996 2.807408 5.014191 -0.035 -0.267 -0.106
H 3.391368 0.574902 5.315081 -0.424 0.142 -0.201
H 2.256724 -1.478815 4.410618 0.104 -0.039 -0.006
H -0.018734 -1.290883 3.424440 -0.095 0.477 0.111
```
Positions in Å, forces in eV/Å.